(1)
Below is a molecular structure, C16H9ClN4O4S2Zn, with properties calculated with wB97M-V/def2-TZVPD.

Structure (XYZ):
```
37
Properties=species:S:1:pos:R:3:forces:R:3
Zn 1.389 0.156 0.565 0.3 -0.2 -0.6
O -3.723 -2.635 -0.360 0.2 0.0 0.6
C -3.309 -2.204 -1.520 -0.1 0.0 -0.2
O -3.944 -2.379 -2.546 0.0 0.0 -0.1
C -2.016 -1.478 -1.558 0.3 0.1 0.0
C -1.407 -1.021 -2.714 -0.3 -0.2 0.3
N -0.260 -0.429 -2.349 -0.1 -0.1 0.0
N -0.086 -0.475 -1.033 0.3 0.1 0.5
C -1.125 -1.100 -0.517 -0.2 0.0 -0.5
C -1.197 -1.260 0.986 -0.2 0.1 -0.2
O -2.110 -1.986 1.442 -0.4 -0.3 -0.1
O -0.362 -0.637 1.653 0.6 0.3 0.1
H -3.044 -2.411 0.436 -0.2 0.1 -0.4
H -1.733 -1.084 -3.732 -0.1 0.0 -0.2
H 0.456 -0.016 -2.928 0.0 -0.1 0.2
S 3.812 0.168 -0.760 0.0 0.3 -0.1
C 3.776 -1.466 -0.293 -0.1 0.0 0.1
S 2.452 -2.039 0.662 -0.3 0.5 0.2
C 4.776 -2.372 -0.653 -0.6 0.3 0.3
C 4.646 -3.741 -0.412 -0.1 -1.0 0.2
N 4.597 -4.888 -0.283 0.0 -0.1 0.1
C 5.980 -2.022 -1.261 0.9 0.4 -0.5
N 7.015 -1.824 -1.737 0.0 0.1 -0.1
Cl 0.987 1.857 3.175 0.3 0.1 0.5
C -0.398 2.391 2.295 -0.3 0.0 -0.3
C -1.580 2.644 2.957 -0.1 0.1 0.0
C -2.718 2.973 2.232 -0.1 0.0 0.1
C -2.652 3.000 0.848 -0.1 0.1 0.0
C -1.459 2.752 0.200 0.1 -0.1 0.0
C -0.279 2.458 0.899 -0.2 0.3 0.1
C 0.982 2.188 0.246 0.3 -0.4 0.2
H -1.617 2.574 4.033 0.0 0.0 0.1
H -3.652 3.167 2.741 0.0 0.0 0.1
H -3.540 3.228 0.271 0.0 0.0 0.0
H -1.420 2.771 -0.881 0.0 0.0 -0.1
H 1.809 2.719 0.712 0.1 0.0 0.0
H 0.952 2.420 -0.816 0.0 -0.1 -0.1
```
Positions in Å, forces in eV/Å.

Values from the calculation:
- LUMO (eV) = 4.40
- relative energy (zero: lowest compared OMol25 entry of this formula, charge and spin) (kcal/mol) = 16.55
- HOMO-LUMO gap (eV) = 6.354
- DFT total energy (hartree) = -4171.19048
- HOMO (eV) = -1.95
- net charge = -2

Charges obtained by Löwdin population analysis, quoted in units of e:
1. Zn 0.44
2. O 0.09
3. C -0.54
4. O 0.04
5. C -0.05
6. C -0.01
7. N 0.04
8. N 0.06
9. C -0.12
10. C -0.57
11. O 0.03
12. O -0.05
13. H 0.06
14. H 0.12
15. H 0.17
16. S 0.45
17. C -1.23
18. S 0.55
19. C -0.45
20. C -0.33
21. N 0.10
22. C -0.31
23. N 0.10
24. Cl 0.71
25. C -0.64
26. C -0.13
27. C -0.13
28. C -0.12
29. C -0.07
30. C -0.38
31. C -0.25
32. H 0.09
33. H 0.08
34. H 0.09
35. H 0.10
36. H 0.02
37. H 0.04

***

(2)
Below is 2 unconnected molecules or ions with the total composition C5H12O2, with properties calculated with wB97M-V/def2-TZVPD.

Structure (XYZ):
```
19
Properties=species:S:1:pos:R:3:forces:R:3
C 0.000 0.000 0.000 -0.3 0.7 -0.6
C 0.422 1.297 -0.781 0.7 -0.5 0.9
C -0.212 2.564 -0.238 -2.1 0.0 -0.3
O -1.182 2.508 0.506 1.1 0.1 -0.3
C 0.244 3.918 -0.792 0.0 0.4 -0.6
C 0.253 4.978 0.306 0.3 -0.3 0.9
H 0.473 -0.912 -0.401 -0.1 0.5 0.0
H -1.092 -0.082 -0.134 0.4 -0.2 0.3
H 0.218 0.064 1.079 -0.1 0.1 -0.5
H 1.511 1.480 -0.704 -0.3 -0.3 -0.3
H 0.170 1.214 -1.856 0.2 0.1 0.4
H 1.176 3.776 -1.371 -0.3 0.3 0.4
H -0.517 4.342 -1.476 0.2 -0.9 -0.2
H 0.651 5.971 0.036 -0.1 -0.6 -0.2
H 0.842 4.580 1.149 -0.2 0.5 -0.1
H -0.794 5.096 0.634 0.5 0.0 0.1
O 2.308 8.430 1.675 0.2 0.2 -1.2
H 1.633 8.509 0.963 0.8 -0.1 0.8
H 3.170 8.535 1.213 -0.9 -0.1 0.5
```
Positions in Å, forces in eV/Å.

Values from the calculation:
- LUMO (eV) = 0.68
- relative energy (zero: lowest compared OMol25 entry of this formula, charge and spin) (kcal/mol) = 20.07
- HOMO-LUMO gap (eV) = 10.263
- DFT total energy (hartree) = -348.17284
- SMILES string = CCC(=O)CC.O
- HOMO (eV) = -9.58
- net charge = 0

Charges obtained by Löwdin population analysis, quoted in units of e:
1. C -0.09
2. C -0.18
3. C -0.41
4. O 0.07
5. C -0.19
6. C -0.11
7. H 0.07
8. H 0.07
9. H 0.08
10. H 0.11
11. H 0.13
12. H 0.11
13. H 0.12
14. H 0.07
15. H 0.08
16. H 0.08
17. O -0.09
18. H 0.04
19. H 0.05

***

(3)
Below is a molecular structure, C17H22N4O2S2W, with properties calculated with wB97M-V/def2-TZVPD.

Structure (XYZ):
```
48
Properties=species:S:1:pos:R:3:forces:R:3
W 0.054 0.314 -0.147 0.3 0.2 0.3
O 2.221 0.115 0.002 -0.1 0.0 0.0
C 2.874 0.239 1.298 0.0 0.0 0.1
C 1.812 0.651 2.272 0.0 0.0 -0.2
C 2.099 0.908 3.590 0.0 0.0 0.1
C 1.071 1.260 4.463 0.0 0.0 0.0
C -0.236 1.355 3.983 0.1 0.1 0.0
C -0.471 1.100 2.660 -0.2 -0.1 -0.1
N 0.530 0.742 1.794 -0.1 -0.1 0.1
H 2.866 -0.069 -0.698 0.0 0.0 0.0
H 3.671 0.982 1.237 0.0 0.0 0.0
H 3.308 -0.723 1.575 0.0 0.0 0.0
H 3.121 0.831 3.942 0.0 0.0 0.0
H 1.287 1.458 5.507 0.0 0.0 0.0
H -1.057 1.630 4.632 0.0 0.0 0.0
H -1.467 1.166 2.239 0.0 0.0 0.0
C -3.054 -1.631 0.246 -0.1 0.0 0.1
C -3.076 -0.288 -0.396 -0.1 0.0 0.0
N -2.009 0.517 -0.552 0.2 0.1 0.1
C -2.374 1.740 -1.135 0.0 0.0 0.0
C -3.684 1.834 -1.437 0.0 0.0 0.0
S -4.505 0.400 -0.980 0.2 0.0 0.1
C -1.289 2.689 -1.319 -0.3 0.0 0.0
C -1.313 3.969 -1.734 -0.1 0.0 -0.1
S 0.277 4.598 -1.803 0.1 -0.1 0.0
C 0.937 3.159 -1.262 0.0 0.0 0.0
N -0.007 2.204 -1.014 0.2 -0.3 0.0
C 2.407 3.015 -1.087 0.0 0.0 0.0
H -2.179 -1.754 0.879 0.0 0.0 0.0
H -3.086 -2.423 -0.506 0.0 0.0 0.0
H -3.937 -1.764 0.873 0.0 0.0 0.0
H -4.207 2.657 -1.902 0.0 0.0 0.0
H -2.165 4.569 -2.019 0.0 0.0 0.0
H 2.911 3.932 -1.390 0.0 0.0 0.0
H 2.798 2.213 -1.716 0.0 0.0 0.0
H 2.663 2.838 -0.042 0.0 0.0 0.0
C 0.503 -5.042 -1.482 0.1 -0.3 0.0
N 0.262 -3.583 -1.507 -0.1 0.3 0.0
C 0.050 -3.005 -2.840 0.0 0.0 -0.2
C 0.253 -2.909 -0.416 0.0 -0.2 -0.1
O 0.051 -1.615 -0.321 -0.1 0.2 -0.3
H -0.280 -5.537 -2.054 0.0 0.1 0.0
H 0.505 -5.417 -0.462 0.0 0.1 0.0
H 1.466 -5.248 -1.948 0.0 0.1 0.0
H 0.895 -3.267 -3.476 0.0 0.0 0.0
H -0.054 -1.926 -2.791 0.0 0.0 0.0
H -0.850 -3.441 -3.273 0.0 0.0 0.0
H 0.407 -3.443 0.518 0.0 0.0 0.0
```
Positions in Å, forces in eV/Å.

Values from the calculation:
- LUMO (alpha / beta) (eV) = -14.82 / -14.38
- ⟨S²⟩ = 2.011
- multiplicity = 3
- relative energy (zero: lowest compared OMol25 entry of this formula, charge and spin) (kcal/mol) = 0.00
- HOMO-LUMO gap (alpha / beta) (eV) = 6.036 / 6.463
- DFT total energy (hartree) = -1892.48172
- HOMO (alpha / beta) (eV) = -20.86 / -20.85
- net charge = +4

Charges obtained by Löwdin population analysis, quoted in units of e:
1. W 1.89
2. O -0.19
3. C -0.06
4. C -0.20
5. C 0.06
6. C 0.09
7. C 0.04
8. C -0.05
9. N -0.08
10. H 0.16
11. H 0.16
12. H 0.17
13. H 0.16
14. H 0.16
15. H 0.15
16. H 0.13
17. C -0.04
18. C -0.57
19. N -0.12
20. C -0.31
21. C -0.23
22. S 1.28
23. C -0.31
24. C -0.22
25. S 1.31
26. C -0.56
27. N -0.12
28. C -0.04
29. H 0.07
30. H 0.11
31. H 0.11
32. H 0.12
33. H 0.12
34. H 0.11
35. H 0.10
36. H 0.09
37. C 0.05
38. N -0.11
39. C 0.05
40. C -0.14
41. O -0.25
42. H 0.13
43. H 0.12
44. H 0.13
45. H 0.13
46. H 0.08
47. H 0.13
48. H 0.18

***

(4)
Below is a single C10H12N2O molecule, with properties calculated with wB97M-V/def2-TZVPD.

Structure (XYZ):
```
25
Properties=species:S:1:pos:R:3:forces:R:3
C -3.751 -0.951 -0.242 -3.5 -1.1 0.6
C -3.135 0.237 0.458 2.1 -1.0 1.2
C -1.589 -0.002 0.753 1.6 -1.2 -0.1
O -0.897 0.198 -0.577 -1.8 -0.6 -0.4
C 0.420 0.000 -0.566 3.4 0.9 0.8
C 1.028 -1.229 -0.604 0.9 -1.4 1.0
C 2.432 -1.384 -0.222 -1.9 -3.1 0.2
C 3.252 -0.297 0.049 1.0 -1.8 -0.2
C 4.746 -0.596 0.199 6.7 3.4 -0.2
N 5.984 -0.386 0.178 -9.1 -2.0 0.3
C 2.708 1.005 0.067 0.7 -1.2 -0.2
C 1.344 1.152 -0.328 2.1 -4.3 1.0
N 0.885 2.352 -0.277 -8.1 0.8 1.1
H -3.854 -1.954 0.272 1.0 1.2 0.0
H -3.388 -1.133 -1.208 0.8 -0.2 -1.3
H -4.894 -0.805 -0.399 1.8 0.4 0.1
H -3.701 0.382 1.387 0.5 0.4 -0.1
H -3.105 1.121 -0.168 -0.5 0.2 0.0
H -0.912 0.690 1.263 -1.4 0.7 1.1
H -1.249 -1.013 1.302 -1.2 1.6 -1.8
H 0.400 -2.168 -0.763 0.9 1.4 0.3
H 2.655 -2.537 0.087 0.2 3.1 -1.3
H 3.431 1.749 0.517 -1.5 -0.2 -1.0
H 1.319 3.080 -0.614 3.7 4.4 -1.8
H -0.129 2.488 -0.565 1.6 -0.7 0.7
```
Positions in Å, forces in eV/Å.

Values from the calculation:
- LUMO (eV) = 0.59
- relative energy (zero: lowest compared OMol25 entry of this formula, charge and spin) (kcal/mol) = 111.11
- HOMO-LUMO gap (eV) = 8.607
- DFT total energy (hartree) = -572.85916
- SMILES string = CCCOc1ccc(C#N)cc1N
- HOMO (eV) = -8.02
- net charge = 0

Charges obtained by Löwdin population analysis, quoted in units of e:
1. C -0.14
2. C -0.21
3. C -0.10
4. O -0.11
5. C -0.29
6. C -0.02
7. C -0.08
8. C -0.28
9. C -0.11
10. N 0.10
11. C 0.01
12. C -0.26
13. N 0.13
14. H 0.09
15. H 0.04
16. H 0.10
17. H 0.11
18. H 0.10
19. H 0.10
20. H 0.16
21. H 0.14
22. H 0.16
23. H 0.14
24. H 0.04
25. H 0.15

***

(5)
Below is a single Cl3H molecule, with properties calculated with wB97M-V/def2-TZVPD.

Structure (XYZ):
```
4
Properties=species:S:1:pos:R:3:forces:R:3
H 1.378 -0.828 0.620 1.0 -1.5 0.3
Cl 0.685 -0.212 -0.263 13.3 -10.1 -0.6
Cl -1.627 -0.281 -0.186 -5.8 -0.6 0.3
Cl -0.436 1.321 -0.171 -8.5 12.1 0.0
```
Positions in Å, forces in eV/Å.

Values from the calculation:
- LUMO (eV) = -1.27
- relative energy (zero: lowest compared OMol25 entry of this formula, charge and spin) (kcal/mol) = 174.65
- HOMO-LUMO gap (eV) = 6.377
- DFT total energy (hartree) = -1380.86083
- HOMO (eV) = -7.65
- net charge = 0

Charges obtained by Löwdin population analysis, quoted in units of e:
1. H -0.14
2. Cl 0.12
3. Cl 0.06
4. Cl -0.04

***

> Among the records above, which one has the highest DFT total energy?

C5H12O2